1.
The following is a DFT calculation (ωB97M-V/def2-TZVPD) of C24H43IrN2OP3S as an isolated structure.

XYZ file:
```
75
Properties=species:S:1:pos:R:3:forces:R:3:mulliken_charge:R:1
H -0.695100 3.815446 -4.168710 0.23 -0.13 0.10 0.4870
C -2.443315 -1.559419 -3.868185 0.35 -0.15 0.64 0.3636
H 0.498927 -0.048800 -4.489537 0.35 -0.28 -0.04 0.2833
H -3.170136 3.389548 -2.681077 0.38 -0.27 0.11 0.5923
H -0.033974 -4.439762 -0.839555 -0.31 -0.15 0.43 0.2746
H -1.669762 -3.991547 -0.086471 0.32 -0.10 0.26 0.2196
C 2.326647 -1.800801 -1.719486 0.32 0.23 0.12 -1.1040
C -4.004309 1.561410 3.553316 -0.29 -0.34 -0.05 -0.4913
C 0.815404 0.561696 2.348336 -0.48 -0.07 0.12 -1.0321
H -4.880615 1.258114 4.122416 0.24 0.31 0.12 0.4641
C -1.948831 -3.041009 -5.770525 0.49 -0.49 1.30 -0.5548
S -4.547142 -0.529849 1.731784 0.71 0.58 0.06 -0.1563
N -3.346357 -1.608760 -0.407045 -0.29 1.32 0.91 0.0424
P 1.758774 -0.183873 -2.398796 0.16 -0.28 -0.76 0.8153
H 2.954620 -0.843816 1.103650 0.06 0.10 -0.04 0.4062
C -1.827655 2.338412 1.942238 0.34 0.58 1.02 0.8923
C -0.057992 3.109492 -3.619728 -0.20 -0.03 0.57 -1.2711
H -4.160920 -0.585130 -6.687226 0.21 -0.37 0.22 0.4281
H 0.108084 2.210805 -4.227407 0.00 0.30 0.10 0.2631
C -2.066856 2.987165 3.160357 0.68 -0.66 -2.02 -0.8031
H -0.194568 0.152953 2.264554 0.12 0.03 0.05 0.2050
C -3.171499 2.612910 3.937333 -0.78 -0.45 0.45 -0.6177
C 1.823591 2.789335 0.623507 0.06 0.32 0.04 -1.4285
H 3.308276 1.627656 -1.749045 -0.07 -0.26 -0.36 0.3173
C -3.300483 -0.586690 0.441455 -1.14 -1.58 0.58 0.0464
H -0.324770 -3.301429 2.046832 -0.23 -0.24 -0.19 0.2973
H -4.018267 -0.118971 -4.230596 0.13 0.01 -0.22 0.5495
H -1.751433 4.880832 -1.700550 0.28 -0.37 0.13 0.5352
H 4.028039 0.509105 -2.952930 -0.19 0.15 0.03 0.4733
H 0.863381 -1.743675 -4.018516 0.12 0.47 -0.08 0.3362
C -1.121241 4.185186 -1.118950 0.20 0.07 0.02 -1.3527
H 2.618585 -2.437760 -2.567024 0.02 0.21 0.28 0.5555
H -0.360446 0.063972 -2.465373 -0.18 -0.78 -0.70 -0.1851
H -2.809044 -1.571446 -1.291662 0.22 -0.07 -0.04 0.0306
C -2.773901 -2.254241 -6.585897 0.04 -0.30 -0.62 -0.3563
H -1.040419 2.650398 1.266871 0.08 -0.04 0.24 -0.1709
C 3.103339 0.192390 0.789665 -0.10 0.28 -0.15 -1.5331
C -3.700512 0.844235 2.405787 -0.58 -0.30 0.17 0.6171
C -2.654859 2.416755 -2.635128 -0.33 -0.47 0.01 -1.2142
H 2.820181 2.977855 1.044414 -0.23 0.00 -0.06 0.5045
H -3.210215 1.755237 -1.956931 0.10 0.16 -0.22 0.1549
C -1.813241 -2.739551 -4.423678 0.33 -0.11 -0.49 -0.2180
C -0.589010 -4.092375 0.040984 0.49 0.69 0.18 -0.4595
C -2.585057 1.203733 1.585998 -0.24 -1.39 -1.56 -0.7804
C -3.498396 -1.182823 -6.053132 -0.55 0.67 0.98 -0.6918
H 1.441416 -0.217879 2.807515 -0.08 0.38 -0.22 0.5369
H -1.190675 -3.335588 -3.742285 -0.24 0.24 -0.43 0.4970
N -2.373647 0.349874 0.506264 0.95 2.25 0.76 0.6845
H 1.090449 3.374270 1.191368 0.13 -0.17 -0.06 0.3323
H 3.180908 -1.684999 -1.036371 -0.36 -0.15 -0.31 0.4098
P 1.444830 0.999315 0.676407 2.00 0.10 1.27 0.9944
C -3.410456 -0.888684 -4.699620 0.10 0.29 -0.67 -0.3445
C 0.092815 -3.725226 1.136924 0.19 -0.23 -0.78 -0.5512
H -1.625575 3.993762 -0.160640 0.18 0.13 -0.36 0.3284
H 0.763171 1.442722 3.008006 0.19 -0.29 -0.29 0.3674
O -2.104638 -1.125376 -2.703321 -0.72 -0.58 -1.36 -0.5154
H 1.179555 -3.880881 1.146534 -0.43 0.09 0.07 0.2683
P -0.920654 2.613863 -2.063259 -0.48 1.74 -1.16 0.7805
H 2.152927 -0.719413 -4.751207 -0.21 -0.06 0.13 0.5242
H 2.820137 1.725133 -3.460734 0.01 -0.29 0.23 0.3911
H -1.415198 -3.915175 -6.160110 -0.34 0.42 -0.02 0.4401
C 1.274157 -0.722494 -4.093207 -0.14 0.29 0.25 -1.2053
H 1.790851 3.144541 -0.417517 0.16 -0.15 0.36 0.2477
H -1.399975 3.775234 3.488204 -0.19 0.09 -0.06 0.5197
H -4.115735 -2.260786 -0.285753 0.22 0.00 -0.26 0.3247
H 0.896149 3.589948 -3.368101 -0.18 -0.14 -0.18 0.3505
H -2.682463 1.991452 -3.645418 0.11 -0.09 0.27 0.3788
H -3.388131 3.163092 4.850554 0.01 -0.15 -0.13 0.4524
H 1.492675 -2.282302 -1.185000 0.23 0.18 -0.16 0.0526
H -0.157199 4.679184 -0.950881 -0.17 -0.17 0.11 0.3784
H 3.733364 0.710492 1.538364 -0.46 -0.20 -0.29 0.5322
H -2.889409 -2.526591 -7.638511 0.06 0.20 0.34 0.4275
H 3.624902 0.205528 -0.168934 0.03 0.05 0.24 0.4456
Ir 0.055776 0.729516 -1.133786 -1.49 -0.36 0.91 0.5706
C 3.109653 1.034257 -2.654118 0.07 -0.19 0.14 -1.3531
```
Forces are in eV/Å.

Properties
orbital gap (spin up / spin down)	0.3027 / 0.1971	hartree
largest force on an atom	2.6	eV/A
energy above the lowest of the compared OMol25 structures with the same formula, charge and spin	0.0	kcal/mol
2S+1	5
charge	+3

---

2.
The following is a DFT calculation (ωB97M-V/def2-TZVPD) of a 7-piece molecular cluster, C6H16ClO10P overall.

XYZ file:
```
34
Properties=species:S:1:pos:R:3:forces:R:3:mulliken_charge:R:1
H 0.134766 -2.143896 -1.110755 0.07 -0.04 -0.03 0.3307
H -3.684632 -3.487234 1.164731 -0.03 0.00 -0.04 0.2895
O -2.389713 1.320943 1.402419 0.25 0.08 -0.15 -0.5774
C 2.427010 1.366325 0.898343 -0.14 -0.17 0.14 0.3819
H -2.803212 -3.432627 -0.074586 0.05 0.03 -0.01 0.3089
O -0.118889 -2.042280 -2.033528 -0.09 0.07 0.05 -0.6284
C 0.566456 -0.270018 1.317193 0.10 0.16 -0.01 -0.4946
O 4.347789 2.282278 -1.795509 0.00 -0.02 -0.03 -0.5806
H 4.470994 -1.953871 -0.857110 -0.01 0.00 -0.02 0.2972
O -6.035254 -3.414894 0.879611 0.08 0.01 0.01 -0.6202
O 2.850593 -0.861160 1.661313 -0.14 0.22 0.21 -0.5407
O -2.462231 0.752837 -0.975484 0.26 0.10 0.06 -0.4775
H -2.259966 1.060630 2.320491 -0.18 0.06 0.14 0.3081
P -1.984653 0.041025 0.412462 -0.12 -0.14 0.22 0.4453
H 0.010170 -1.103579 -2.223853 -0.05 0.01 -0.01 0.3295
H -6.965589 -3.656126 0.900379 0.00 -0.02 0.01 0.3037
H 4.082295 -2.509973 0.500355 -0.05 0.02 -0.01 0.3356
Cl 3.741484 2.128757 1.686663 0.18 -0.10 -0.04 -0.1878
C 0.612446 1.119593 -0.650158 -0.08 0.13 -0.14 0.3173
O -0.361450 4.070212 -0.012834 -0.06 0.00 0.02 -0.5785
H 4.098671 2.012818 -2.685329 -0.02 0.00 0.00 0.3031
H 0.117357 -0.897141 2.081316 0.16 -0.25 -0.10 0.4906
C 2.043625 -0.016479 1.355313 0.10 -0.12 0.03 -0.0175
H 1.944114 2.908738 -0.460224 0.08 -0.09 -0.27 0.5708
O -2.917982 -3.032063 0.793786 -0.16 -0.24 0.04 -0.5843
C 1.732522 1.922114 -0.082332 -0.10 0.11 0.13 -0.4875
H -3.262242 1.261112 -0.805307 -0.13 0.03 -0.12 0.2824
C -0.149965 0.308038 0.355050 -0.07 0.09 -0.31 0.5749
H -5.996464 -2.583648 0.396645 0.02 0.00 0.00 0.3151
H 5.194796 1.855771 -1.633920 0.01 0.03 0.01 0.2997
H -1.291288 3.824933 0.042404 0.01 -0.05 0.04 0.2892
O 4.278612 -2.779814 -0.404281 0.02 0.02 0.06 -0.6215
H -0.348930 4.883415 -0.526873 0.00 -0.01 -0.02 0.2936
O 0.378761 1.065264 -1.836392 0.02 0.08 0.14 -0.6706
```
Forces are in eV/Å.

Properties
orbital gap	0.2870	hartree
largest force on an atom	0.3	eV/A
SMILES	O=C1C=C(P(O)O)C(=O)C=C1Cl.O.O.O.O.O.O
energy above the lowest of the compared OMol25 structures with the same formula, charge and spin	0.0	kcal/mol
charge	0

---

3.
The following is a DFT calculation (ωB97M-V/def2-TZVPD) of C41H48N5O13P4SW as an isolated structure.

XYZ file:
```
113
Properties=species:S:1:pos:R:3:forces:R:3:mulliken_charge:R:1
C 4.677546 -0.105227 2.588957 -0.02 0.13 -0.03 -1.6591
H -5.207921 -2.215885 1.854759 -0.01 0.04 -0.06 0.4214
H 3.936369 -0.072822 3.392400 0.02 -0.02 -0.02 0.3285
O 0.024086 -1.742570 1.487525 0.22 -0.22 0.17 -0.4021
C -3.823276 5.092078 5.434363 -0.07 0.01 0.12 -0.6124
H 2.346902 0.108636 1.887741 -0.12 -0.17 0.07 -0.5411
H 5.072081 0.903899 2.466163 0.00 -0.04 0.01 0.3398
S -4.893828 3.991336 4.496029 0.11 -0.04 -0.03 -0.1125
N -1.915595 1.579575 1.654760 -0.32 0.11 -0.27 0.5345
C -1.489144 3.451222 -1.332234 -0.03 -0.02 -0.02 -0.4749
O 0.564720 -4.027168 2.310505 -0.04 -0.15 0.17 -0.5453
O 5.796630 1.731792 -4.286693 0.17 1.23 0.06 -0.6526
H 3.179573 -2.565898 0.718703 0.00 0.05 0.12 0.3067
C 3.107220 -1.645573 -2.498147 0.17 -0.26 -0.17 -0.6015
H -0.492265 3.021795 -1.330064 -0.10 0.10 -0.03 0.2684
O -3.100147 -3.118820 -1.264064 0.04 -0.02 0.11 -0.8306
N 0.633455 -4.104966 -0.557607 -0.11 -0.13 0.02 -0.4371
H 0.228617 -4.406108 3.136151 0.07 0.10 -0.16 0.3660
H -1.452695 -5.750840 -0.886425 0.02 0.01 0.02 0.4434
C -3.067113 2.204102 2.311991 -0.03 -0.10 -0.17 -1.3840
H 4.964004 1.934007 0.727703 -0.07 0.01 0.00 0.5222
C -3.637681 0.143066 -0.011588 0.11 -0.07 -0.41 0.6467
H -6.779996 -2.131900 -0.075451 0.07 0.03 0.00 0.3574
C 2.035962 1.588033 -0.935516 0.44 0.23 0.85 0.4362
H 4.358872 -2.680974 2.033039 -0.09 0.06 -0.05 0.4600
C -3.906004 -0.725752 1.046384 -0.19 0.05 -0.16 -0.6136
H 5.499878 -0.754430 2.905833 -0.08 0.05 -0.05 0.4928
H -0.860477 5.314270 -2.200117 -0.02 -0.05 0.02 0.4810
C -5.031268 -1.537929 1.027337 0.08 0.08 -0.06 -0.7939
N 3.037622 -3.073941 -2.299866 -0.01 0.74 -0.39 0.7187
C 5.049940 -0.732946 0.159297 -0.04 -0.06 -0.07 -1.3476
C 2.314669 -0.742497 -1.761883 0.46 0.11 -0.43 -0.5112
H 4.726720 -1.940784 -3.857503 -0.08 -0.01 0.05 0.5414
P -2.109959 1.169572 0.093900 -0.21 -0.01 1.73 1.2554
P -0.623989 -3.150722 1.649337 -0.10 0.10 0.37 0.7477
O 1.341448 -1.186152 -1.012280 -0.02 -0.57 -0.09 0.8367
C -5.900889 -1.495783 -0.056076 0.02 -0.05 0.07 -0.5326
H -1.622369 1.408195 6.701262 0.01 0.03 -0.07 0.4129
H -4.023720 6.133897 5.172675 0.04 -0.06 0.04 0.2976
C -0.489683 3.197381 6.331891 -0.03 0.10 -0.06 -0.6676
C -4.032008 4.553780 -1.279390 0.03 -0.06 0.02 -0.7309
C 2.337690 3.834733 -0.216049 0.00 -0.11 0.01 0.2025
C -5.627743 -0.658707 -1.126778 0.02 0.02 -0.02 -0.8024
C -2.957171 3.730118 2.405033 -0.12 -0.09 0.16 0.5211
C 0.016285 2.096081 3.794927 -0.30 0.00 -0.13 0.6741
N 5.532864 0.559996 -4.268545 -0.97 -0.41 0.65 1.0625
H -0.977024 -5.900838 0.817934 0.01 0.01 -0.05 0.4488
C 0.263401 3.894557 5.397581 -0.03 -0.01 -0.10 -0.7057
H 2.729215 -2.046303 2.351009 0.00 -0.01 0.07 0.2829
H -4.673358 2.686597 -0.444905 -0.02 0.00 0.05 0.4882
P 0.659008 1.092651 2.416511 0.71 0.14 0.01 0.3403
C -0.769838 1.418385 4.734865 -0.09 0.01 -0.02 -0.2697
H -5.067600 4.080822 2.162645 0.04 0.06 -0.03 0.3551
H -2.777672 4.855360 5.255718 0.10 -0.01 0.02 0.0133
C -2.966285 5.297434 -1.772176 -0.02 -0.01 0.02 -0.5932
C 3.702258 1.034608 -2.679702 -0.03 0.43 -0.03 -0.7278
H 2.139013 4.819718 -0.623948 -0.03 0.02 -0.03 0.6688
C -0.731637 -3.914418 -0.020507 0.01 0.04 -0.21 1.1899
C 3.541774 -2.076571 1.623461 0.03 -0.13 -0.06 -1.4441
O 0.707223 1.214180 -0.784847 0.57 0.74 -0.38 0.0827
H 1.494256 -4.098039 -2.194724 -0.45 -0.15 -0.33 0.4321
H -4.002584 1.973303 1.772793 -0.07 0.02 0.17 0.4483
C 3.987900 2.335695 0.505920 -0.09 -0.29 0.07 -1.2157
H 4.550290 4.344856 0.025195 -0.12 -0.10 0.03 0.3557
H -0.664104 3.614645 7.317608 0.00 -0.01 -0.05 0.3933
C 2.734690 1.486439 0.542061 -0.07 0.31 -0.03 0.3105
C -1.693563 4.740797 -1.808140 -0.06 -0.07 0.05 -0.7520
O 2.006382 -3.705820 -2.949619 -0.03 -0.24 0.24 -0.5274
H -4.196731 5.479702 2.795585 -0.01 0.00 -0.10 0.5186
H 1.123201 3.905802 3.434799 0.00 -0.01 0.03 0.4449
C 1.435043 3.454880 0.940163 0.05 0.41 -0.12 -0.6471
H 0.671619 4.867727 5.649221 0.00 -0.04 -0.01 0.3810
H -1.163160 0.437681 4.481355 0.03 0.05 0.03 0.4564
O 2.086738 2.898537 -1.354221 0.01 0.31 -0.05 -0.5507
C 4.038472 -0.667120 1.307926 0.01 0.01 -0.40 1.1819
W 0.079035 -0.228902 0.212665 -2.33 -0.55 -0.08 1.7253
H -3.128642 6.309630 -2.127637 0.00 -0.06 0.02 0.3736
N 2.786395 0.095202 0.959275 0.26 0.24 0.50 0.7719
C -4.498130 0.149909 -1.106317 0.05 -0.04 -0.07 -0.5859
C 4.402613 0.116856 -3.423392 0.41 0.23 -0.27 -1.0370
C 3.778989 3.589873 0.141686 -0.13 0.19 -0.14 -1.6454
O -0.942772 -2.989378 -2.585586 -0.07 -0.03 -0.10 -0.4355
H -3.230949 -0.767031 1.884985 0.15 -0.01 0.19 0.3923
C -2.556650 2.696530 -0.829967 0.54 -0.06 -0.43 0.3293
H 0.623133 4.102670 1.260879 0.14 -0.12 -0.10 0.3970
C 4.120937 -1.220249 -3.323818 0.24 -0.50 -0.21 0.0404
O -1.291801 -1.366121 -0.718089 -0.02 -0.20 -0.05 -0.7662
O 3.513948 -3.576108 -1.258707 -0.02 -0.33 0.18 -0.5554
C -3.833333 3.255873 -0.819185 0.02 0.08 -0.11 -0.4582
C -4.268197 4.390514 2.842012 0.03 -0.12 -0.11 -1.2009
H -1.613831 -3.223649 -3.244164 0.15 0.03 0.19 0.3357
H 6.015852 -1.065294 0.551444 -0.06 0.01 -0.03 0.6187
P -1.667785 -2.799483 -1.162856 -0.12 -0.11 0.01 0.3726
C -1.467835 -5.254047 0.085237 0.07 0.05 -0.01 -1.7628
C 1.635483 2.212048 1.374771 0.17 -0.24 0.02 0.3269
C -1.024148 1.962341 5.985632 -0.02 -0.10 -0.11 -0.5593
H -5.024788 4.988408 -1.244683 0.02 -0.03 -0.02 0.4182
H 4.730482 -1.459291 -0.591769 0.08 0.12 0.16 0.1336
H -4.042089 4.937765 6.491713 0.04 0.05 -0.04 0.3486
H -4.281038 0.784169 -1.959030 -0.02 0.00 0.02 0.4795
H 5.197856 0.225629 -0.341231 0.03 -0.08 0.07 0.1392
H -2.504069 -5.098139 0.383273 0.09 0.03 0.01 0.2925
H -3.194136 1.791913 3.317017 0.03 0.00 0.04 0.5236
H -2.723909 4.121084 1.412617 0.11 0.06 0.01 -0.2744
O -1.836640 -3.206578 2.485862 -0.01 -0.04 -0.24 -0.8714
C 0.507575 3.357971 4.134680 0.03 -0.04 0.12 -0.5118
O 6.133998 -0.276099 -4.890461 0.49 -0.90 -0.55 -0.6698
H -6.287139 -0.645122 -1.988468 0.04 0.01 0.05 0.3849
H 3.961978 2.082561 -2.731138 -0.05 -0.01 0.06 0.7030
H 1.193607 -4.643896 0.090487 0.01 -0.10 0.17 0.2214
H 1.100369 -3.210204 -0.644401 0.01 0.35 0.24 -0.2005
H -2.124257 3.997158 3.061162 -0.03 0.03 0.05 0.1375
C 2.677506 0.618332 -1.858796 0.29 0.06 -0.15 0.2870
```
Forces are in eV/Å.

Properties
orbital gap (spin up / spin down)	0.2081 / 0.2236	hartree
largest force on an atom	2.4	eV/A
energy above the lowest of the compared OMol25 structures with the same formula, charge and spin	151.4	kcal/mol
2S+1	3
charge	-1

---

4.
The following is a DFT calculation (ωB97M-V/def2-TZVPD) of ClLi2Mg as an isolated structure.

XYZ file:
```
4
Properties=species:S:1:pos:R:3:forces:R:3:mulliken_charge:R:1
Cl 0.331687 -0.350071 0.321323 1.98 6.48 12.22 -0.6204
Li 0.595295 0.944243 -0.696830 2.96 7.26 -6.42 0.9184
Mg 0.029258 -1.835797 -0.523248 -2.77 -15.33 -7.80 1.7018
Li -0.956240 1.241625 0.898755 -2.17 1.60 2.01 1.0003
```
Forces are in eV/Å.

Properties
orbital gap	0.5196	hartree
largest force on an atom	17.4	eV/A
energy above the lowest of the compared OMol25 structures with the same formula, charge and spin	119.7	kcal/mol
charge	+3